[1]
19
Properties=species:S:1:pos:R:3 method="wB97M-V/def2-TZVPD" e_tot_ev=-20957.874 charge=-1 gap_ev=7.99 relative_energy_kcal_mol=106.6 homo_ev=-4.36
Cl -0.04245 -0.00671 0.79449
O 1.05267 -1.91380 1.75672
O -1.42457 2.62233 -0.20694
C 2.94730 -3.22551 1.99140
C 2.12469 -2.41525 1.03149
C -2.66669 3.30833 -2.25165
C -2.18295 2.16758 -1.38023
H 2.45296 -4.19857 2.27527
H -3.57993 3.77226 -1.52477
H -2.76166 1.50287 -1.06606
H -1.49061 1.63174 -2.12236
H 0.56306 -1.07115 1.33440
H 3.73955 -3.56613 1.29538
H -2.02877 4.03806 -2.49888
H -1.26144 1.65358 0.10330
H 3.28319 -2.59078 2.91840
H 2.47033 -1.57845 0.64898
H 2.00410 -3.01145 -0.06752
H -3.19877 2.88103 -3.03144


[2]
45
Properties=species:S:1:pos:R:3 method="wB97M-V/def2-TZVPD" e_tot_ev=-32461.523 gap_ev=8.40 relative_energy_kcal_mol=37.4 homo_ev=-7.85
O 2.06687 1.05038 2.21848
O -1.01881 6.03838 -1.25990
N 1.51205 -0.95585 2.54784
N 1.51017 -3.27835 3.19343
N 0.83059 -2.53832 0.99724
N 0.01754 -1.37749 -1.16073
N -2.69559 6.74533 -2.64324
N -2.15402 4.54477 -2.46875
N -0.01178 -0.14272 -1.62043
C 0.94229 -0.07074 0.41873
C -0.40881 -2.51339 -3.34392
C -0.37319 4.86282 -1.07821
C 2.05044 -2.91316 4.48909
C 0.49278 0.68623 -0.75718
C 0.61685 -1.39788 0.11688
C 1.59811 0.07898 1.67694
C 0.70529 4.50192 -0.31049
C 1.26631 -2.21566 2.23263
C 1.00539 3.11742 -0.24484
C -1.07190 3.87062 -1.77108
C -2.19095 -2.54538 -1.38953
C 0.26999 2.13119 -0.90571
C -1.94982 5.78289 -2.05148
C -0.77651 2.58418 -1.66805
C -0.63162 -2.50537 -1.73655
C 0.85215 -4.59427 3.02328
H 1.68592 -5.28224 3.32497
H -3.40531 6.24557 -3.21721
H -2.34292 -2.73501 -0.34548
H -2.71784 -3.28475 -2.06187
H -0.13556 -3.34806 -1.30115
H 2.15084 -0.90461 3.33935
H 1.75729 -3.70230 5.23256
H -2.91784 7.50841 -2.07694
H -2.56469 -1.54904 -1.71836
H 1.25151 5.37162 0.16839
H 0.64033 -4.82758 1.97097
H 0.04611 -4.69597 3.69891
H 3.15901 -3.03099 4.43568
H 1.66689 2.75460 0.54478
H -1.23103 -1.79521 -3.77580
H -1.27706 1.93664 -2.27103
H 0.52153 -2.21170 -3.58185
H 1.84644 -1.86522 4.80095
H -0.58740 -3.53069 -3.67129


[3]
18
Properties=species:S:1:pos:R:3 method="wB97M-V/def2-TZVPD" e_tot_ev=-9802.654 gap_ev=9.55 relative_energy_kcal_mol=123.3 homo_ev=-8.61
O 2.56933 0.61717 1.01295
N 0.60569 -0.39782 0.47458
N -0.29042 0.56947 -0.14721
N 1.77471 0.00475 -0.14238
C -1.24537 1.05506 0.82998
C -0.89964 0.24252 -1.42596
C 0.33761 -1.80832 0.26480
H -0.66897 -2.01525 0.62603
H -1.30192 1.16023 -1.85569
H -2.08009 0.35794 0.97799
H -1.64514 2.01158 0.49220
H 0.41866 -2.12665 -0.78027
H 2.06979 1.37951 1.34893
H 1.85034 0.73691 -0.85516
H -0.73794 1.19314 1.78180
H -1.70941 -0.49178 -1.33334
H 1.09318 -2.34266 0.83405
H -0.14043 -0.14577 -2.10330


[4]
15
Properties=species:S:1:pos:R:3 method="wB97M-V/def2-TZVPD" e_tot_ev=-9408.910 gap_ev=9.65 relative_energy_kcal_mol=21.3 homo_ev=-9.06
O 1.50192 1.27980 -1.14329
O -1.45787 -0.82041 1.13053
C 1.87115 -0.20525 0.69802
C -1.24722 -0.01997 0.03695
C 1.13441 0.31213 -0.51646
C -0.13885 -0.43599 -0.90818
C -1.91021 1.12580 -0.09122
H -1.23363 -1.73194 0.90657
H 1.17261 -0.58087 1.45251
H 2.49840 0.58285 1.11827
H -2.66600 1.41503 0.63051
H -0.38951 -0.16249 -1.93505
H 0.02422 -1.52173 -0.86241
H 2.51670 -1.03761 0.39027
H -1.67612 1.80065 -0.90703


[5]
14
Properties=species:S:1:pos:R:3 method="wB97M-V/def2-TZVPD" e_tot_ev=-21787.027 charge=+1 gap_ev=9.13 relative_energy_kcal_mol=30.5 homo_ev=-15.33
Cl 2.41552 0.45238 0.56663
O 1.17631 -0.58987 -1.56980
N 0.19018 1.16599 -0.67061
N -1.70193 0.65414 0.46937
C -1.47362 -0.56815 0.68312
C -0.88665 1.51169 -0.05001
C 0.84962 -0.09546 -0.36729
C 0.03442 -1.02657 0.61848
H -1.16267 2.51463 0.03542
H 0.45456 -1.03420 1.64847
H 0.03393 -2.04919 0.14288
H 0.75387 1.83659 -1.04546
H -2.21431 -1.25808 0.93718
H 1.53076 -1.51389 -1.39837


[6]
35
Properties=species:S:1:pos:R:3 method="wB97M-V/def2-TZVPD" e_tot_ev=-41507.488 charge=-1 gap_ev=9.80 relative_energy_kcal_mol=28.7 homo_ev=-7.35
Cl -27.25800 -16.54000 16.30900
O -27.86300 -16.69700 17.66500
O -27.07100 -13.17000 18.08500
O -26.41100 -15.77000 12.86000
O -30.08900 -13.35800 15.62100
O -29.46600 -16.37400 12.64100
O -23.59100 -18.79100 14.73600
O -26.40400 -15.35300 16.27300
O -26.48200 -17.76800 15.91000
O -25.17000 -18.07100 18.45200
O -24.01400 -16.26100 15.55600
O -26.18600 -19.41700 13.75300
O -25.30600 -13.47400 13.95500
O -28.32100 -16.38600 15.26500
O -27.58200 -12.61400 15.56000
H -25.11100 -17.09600 18.53800
H -26.76600 -16.23300 13.62700
H -26.99000 -12.85100 16.28800
H -27.42100 -14.06200 17.90900
H -24.43100 -18.84400 14.21700
H -26.18200 -13.12000 17.79100
H -23.01200 -18.33100 14.12200
H -29.18500 -13.07500 15.50600
H -26.55800 -19.23100 14.55400
H -30.03300 -14.31000 15.80900
H -24.90800 -15.85800 15.61900
H -26.05900 -18.25100 18.20700
H -24.26200 -17.20000 15.55100
H -25.77900 -15.12000 13.21700
H -29.21300 -15.44900 12.71900
H -27.58700 -11.65400 15.51000
H -29.40400 -16.73400 13.48800
H -24.45000 -13.56200 14.36300
H -26.98300 -19.08100 13.24500
H -25.89400 -13.25700 14.70000


[7]
12
Properties=species:S:1:pos:R:3 method="wB97M-V/def2-TZVPD" e_tot_ev=-29289.429 gap_ev=11.35 relative_energy_kcal_mol=9.7 homo_ev=-10.40
Cl 2.58896 -0.06322 -0.55353
Cl -2.40849 -0.07544 -0.75195
C 0.05969 1.07042 0.09902
C -1.02817 0.02722 0.37409
C 0.87051 -0.05543 -0.68170
C 0.06468 -1.07209 0.20713
H -1.46535 0.07924 1.38883
H -0.18318 2.04147 -0.37403
H 0.52331 -1.24800 1.26967
H 0.63940 1.25613 1.02433
H -0.22627 -1.93450 -0.27358
H 0.56492 -0.02580 -1.72826


[8]
7
Properties=species:S:1:pos:R:3 method="wB97M-V/def2-TZVPD" e_tot_ev=-7131.427 gap_ev=10.73 relative_energy_kcal_mol=55.7 homo_ev=-10.25
O 1.85991 -1.25995 0.03878
N -0.35101 1.18164 0.07025
N 0.97033 0.90387 -0.08269
C 1.26676 -0.27081 -0.03263
C -1.01896 0.11801 0.02828
H -2.08896 0.20568 0.17176
H -0.63806 -0.87844 -0.19375


[9]
24
Properties=species:S:1:pos:R:3 method="wB97M-V/def2-TZVPD" e_tot_ev=-36417.023 gap_ev=8.65 relative_energy_kcal_mol=0.0 homo_ev=-8.38
Cl -4.68512 0.35260 0.56310
S 1.81162 -1.21355 -1.52591
N -2.28355 1.32152 0.28260
C -0.97491 1.32214 -0.01220
C 3.44437 0.49962 -0.47961
C -0.28502 0.14974 -0.23018
C -2.36770 -1.04157 0.06890
C -3.14477 -2.31787 0.10392
C 1.14007 0.05228 -0.49291
C 2.00958 2.06929 0.95061
C -1.02215 -1.04160 -0.23627
C 3.41727 -0.65568 -1.19625
C 2.13228 0.91552 -0.03914
C -2.95906 0.16467 0.34616
H 1.12604 1.97747 1.55185
H -2.47156 -3.15987 -0.06856
H -3.92573 -2.31277 -0.64444
H -3.56863 -2.41637 1.09668
H -0.46679 2.29045 -0.14958
H -0.48291 -1.96757 -0.36452
H 4.34303 0.98819 -0.13039
H 2.84791 2.07920 1.67829
H 4.33632 -1.13494 -1.54916
H 2.02940 3.07912 0.47700


[10]
25
Properties=species:S:1:pos:R:3 method="wB97M-V/def2-TZVPD" e_tot_ev=-82640.251 charge=-1 gap_ev=6.75 relative_energy_kcal_mol=36.5 homo_ev=-3.82
Br -2.24253 -1.06144 1.60969
O -1.27632 4.66150 0.27053
O 2.69641 -5.16078 3.47649
O -2.19162 -1.59962 -3.68353
O 2.57527 -0.69275 -0.32545
C 2.64913 -3.77561 3.62211
C 3.30073 0.44826 0.04225
C -3.39256 -1.31651 -4.37784
C -2.26381 5.67797 0.29571
H -4.24386 -1.54572 -3.73686
H 2.74152 1.36092 0.24829
H 3.57307 -3.32579 3.25868
H 1.79653 -3.31819 3.12017
H -2.28017 -1.25048 -2.79367
H 3.73590 0.22877 1.01721
H -3.08938 5.46812 -0.38437
H 2.49084 -3.56879 4.68054
H 1.67520 -0.56495 -0.01700
H 4.04756 0.68111 -0.71678
H -1.80308 6.62511 0.01512
H -3.42755 -1.87687 -5.31211
H -1.75923 3.84794 0.43334
H -3.46650 -0.25353 -4.60742
H 2.86745 -5.45981 2.58044
H -2.71302 5.77116 1.28447


[11]
17
Properties=species:S:1:pos:R:3 method="wB97M-V/def2-TZVPD" e_tot_ev=-8429.976 gap_ev=9.10 relative_energy_kcal_mol=29.1 homo_ev=-8.17
O -0.61925 0.68845 1.53497
C -1.12931 1.13963 -0.82385
C 0.71950 0.58516 1.59899
C 0.90501 0.08173 0.36959
C 2.05747 -0.34327 -0.48595
C -1.33304 -1.20533 0.15263
C -0.62982 0.14128 0.20763
H 2.11174 -1.43804 -0.47754
H 1.88222 -0.08131 -1.53287
H -1.04652 0.73252 -1.83712
H 3.01369 0.03385 -0.11680
H 1.37766 0.85793 2.42164
H -2.18165 1.38130 -0.63875
H -2.41553 -1.07234 0.25768
H -1.14357 -1.71022 -0.80035
H -0.56500 2.07749 -0.78912
H -1.00361 -1.86884 0.95922


[12]
13
Properties=species:S:1:pos:R:3 method="wB97M-V/def2-TZVPD" e_tot_ev=-11294.319 gap_ev=11.00 relative_energy_kcal_mol=23.2 homo_ev=-10.33
O -1.28829 1.90299 1.01705
O -0.18032 -1.49039 -1.78687
O 2.17433 -0.59475 -0.63536
N -1.43056 -0.39340 0.90216
N 0.40832 0.76741 0.13938
C 1.29852 -0.32536 0.17498
C -0.82775 0.81743 0.80000
H -2.24346 -0.56504 1.62663
H 0.78919 -1.51286 -1.59611
H -1.52134 -1.11600 0.17649
H 0.66422 1.53305 -0.47721
H 1.22795 -0.92935 1.10760
H -0.23130 -1.52315 -2.73663